(1)
{"formula": "C3H9NOS", "method": "wB97M-V/def2-TZVPD", "species": ["N", "C", "C", "O", "C", "S", "H", "H", "H", "H", "H", "H", "H", "H", "H"], "xyz": [[-1.15403, -1.41777, -0.36947], [-1.14603, -0.22012, 0.40585], [-0.13860, 0.92616, 0.09826], [-0.24601, 1.30234, -1.21655], [1.29819, 0.64229, 0.60173], [2.16830, -0.51568, -0.41461], [-0.26669, -1.73714, -0.67203], [-1.74699, -1.29411, -1.20746], [-0.96202, -0.55254, 1.43126], [-2.10906, 0.18318, 0.29928], [-0.52259, 1.78418, 0.67877], [0.24267, 0.70383, -1.81485], [1.16694, 0.25828, 1.65594], [1.96217, 1.53060, 0.58047], [1.45375, -1.59350, -0.05660]], "nbo_charge": [-0.833, -0.240, 0.079, -0.721, -0.572, -0.014, 0.347, 0.361, 0.171, 0.200, 0.179, 0.477, 0.227, 0.236, 0.103], "orbital_gap_ha": 0.3592, "fmax_ha_per_bohr": 0.0438, "energy_ev": -17629.188, "multiplicity": 1, "smiles": "NC[C@H](O)CS", "lumo_energy_ha": 0.0274, "de_lowest_kcal_mol": 23.4}



(2)
{"formula": "CHCl2F2P", "method": "wB97M-V/def2-TZVPD", "species": ["C", "F", "F", "P", "Cl", "Cl", "H"], "xyz": [[0.48275, 0.92697, -0.03415], [-0.71368, -0.49142, -2.42635], [2.21220, -0.30722, -1.50023], [1.30935, 0.97399, -1.69552], [-0.64109, 2.29192, 0.09233], [1.62018, 0.60427, 1.41696], [-0.20914, 0.08466, -0.17890]], "nbo_charge": [-0.667, -0.679, -0.546, 1.547, 0.041, -0.006, 0.311], "orbital_gap_ha": [0.3036, 0.3038], "fmax_ha_per_bohr": 0.0645, "energy_ev": -40819.566, "multiplicity": 1, "lumo_energy_ha": [-0.1077, -0.1076], "de_lowest_kcal_mol": 91.0}



(3)
{"formula": "C36H49AsN6O5SSi2Ti", "method": "wB97M-V/def2-TZVPD", "species": ["Ti", "C", "C", "N", "C", "C", "C", "C", "C", "C", "C", "N", "C", "C", "C", "C", "C", "C", "C", "C", "N", "C", "H", "H", "H", "H", "H", "H", "H", "H", "H", "H", "H", "H", "N", "C", "C", "C", "C", "C", "C", "C", "H", "H", "H", "H", "H", "C", "O", "H", "H", "H", "C", "Si", "C", "C", "As", "Si", "C", "C", "C", "H", "H", "H", "H", "H", "H", "H", "H", "H", "H", "H", "H", "H", "H", "H", "H", "H", "H", "O", "S", "O", "O", "O", "N", "C", "C", "N", "C", "C", "H", "H", "H", "H", "H", "H", "H", "H", "H", "H", "H"], "xyz": [[-0.41320, 0.26960, -0.24633], [0.96348, -3.13500, 3.78329], [0.40387, -2.68017, 2.56474], [0.63549, -1.49660, 2.07670], [1.47959, -0.65621, 2.72257], [2.02829, -0.98385, 3.97687], [1.73954, -2.27030, 4.49400], [2.89712, -0.07443, 4.63523], [3.24194, 1.07273, 3.98640], [2.75836, 1.37298, 2.69264], [1.87022, 0.54987, 2.03091], [1.39190, 0.74035, 0.74196], [2.24441, 1.47660, -0.11389], [2.44587, 2.82691, -0.03134], [3.28328, 3.52313, -0.93278], [3.93751, 2.86610, -1.93230], [3.74935, 1.46704, -2.07848], [4.34699, 0.72047, -3.12438], [4.09167, -0.61151, -3.24653], [3.22681, -1.21599, -2.29515], [2.67561, -0.55995, -1.31523], [2.90725, 0.77443, -1.18414], [0.74880, -4.13362, 4.14008], [-0.26031, -3.32035, 1.98878], [2.15710, -2.55259, 5.45396], [3.28597, -0.31532, 5.61622], [3.91556, 1.77848, 4.45894], [3.11470, 2.27401, 2.21914], [1.90038, 3.38783, 0.71410], [3.38261, 4.59674, -0.82742], [4.57652, 3.39439, -2.63083], [5.00146, 1.23047, -3.82317], [4.53244, -1.20672, -4.03578], [2.99268, -2.27528, -2.36487], [-0.07439, -1.82647, -0.53494], [-0.25550, -2.90264, -0.95909], [-0.48275, -4.15102, -1.49434], [0.21301, -5.32187, -1.03741], [-0.00306, -6.53345, -1.63560], [-0.90894, -6.68525, -2.70187], [-1.62162, -5.55346, -3.13215], [-1.43416, -4.32267, -2.55997], [0.90753, -5.23259, -0.21228], [0.53435, -7.40031, -1.26805], [-1.05730, -7.64666, -3.17192], [-2.34698, -5.65373, -3.93170], [-2.01043, -3.46798, -2.89148], [-3.11656, -0.49678, -1.58320], [-1.79906, -0.17429, -1.28790], [-3.68354, -0.55644, -0.64480], [-3.15951, -1.46869, -2.09130], [-3.55329, 0.28765, -2.21196], [-3.04899, 3.44473, 3.25029], [-1.45633, 2.55781, 2.84900], [-0.31668, 3.80789, 2.04137], [-0.65112, 2.08523, 4.47021], [-2.07598, 0.69972, 1.56768], [-2.32126, -0.84760, 3.26182], [-2.83984, -2.40839, 2.34651], [-1.17728, -1.36121, 4.65129], [-3.87113, -0.22986, 4.14467], [-2.86145, 4.28043, 3.93002], [-3.79065, 2.78369, 3.69870], [-3.47508, 3.82993, 2.32169], [-0.68864, 4.81008, 2.26684], [-0.27072, 3.71443, 0.95265], [0.69502, 3.71109, 2.44277], [-0.29578, 2.98399, 4.98049], [0.20002, 1.41747, 4.32254], [-1.35878, 1.57963, 5.12922], [-2.17129, -2.62506, 1.50871], [-3.83459, -2.24831, 1.92454], [-2.87294, -3.28662, 2.99572], [-0.59292, -2.24209, 4.39028], [-1.82652, -1.60243, 5.49471], [-0.47723, -0.59191, 4.96938], [-4.57391, 0.19858, 3.42872], [-3.65449, 0.54337, 4.88479], [-4.35525, -1.06571, 4.65649], [-2.09404, 2.26080, -2.67975], [-1.57669, 2.97588, -1.50363], [-2.53679, 3.11418, -0.44020], [-0.37948, 2.02186, -0.92105], [-0.85723, 4.18703, -1.86823], [-0.74377, 1.84472, -5.76498], [-0.01297, 2.80004, -4.84076], [1.11897, 2.04144, -4.16765], [0.70836, 0.79703, -3.55678], [-0.01709, -0.07365, -4.45164], [-1.24142, 0.61914, -5.02705], [-0.09526, 1.52939, -6.49311], [-1.51980, 2.33027, -6.21429], [-0.75401, 3.12735, -4.10006], [0.32725, 3.64130, -5.44389], [1.54368, 2.69434, -3.40210], [1.91130, 1.80913, -4.89255], [0.13436, 0.96748, -2.74173], [-0.32955, -0.97099, -3.91611], [0.65641, -0.38866, -5.26175], [-1.87748, 0.99296, -4.21842], [-1.80199, 0.01245, -5.73937]], "mulliken_charge": [0.266, -0.856, -0.474, 0.378, -0.530, 1.485, -0.955, -0.963, -1.278, -0.293, -0.551, 1.854, -0.657, 0.772, -1.221, -1.107, 1.608, -0.789, -0.717, -0.523, -0.190, -0.021, 0.390, 0.408, 0.346, 0.388, 0.358, 0.485, 0.144, 0.387, 0.371, 0.407, 0.407, 0.431, 0.125, 0.333, -0.099, -0.773, -0.394, -0.640, -0.513, -0.482, 0.425, 0.348, 0.369, 0.359, 0.295, -0.848, 0.592, 0.149, 0.146, 0.195, -1.251, 0.614, -0.682, -0.923, -0.058, 0.902, -1.139, -0.761, -1.408, 0.368, 0.291, 0.246, 0.561, -0.307, 0.339, 0.443, -0.056, 0.301, -0.056, 0.411, 0.372, -0.005, 0.506, 0.276, 0.327, 0.282, 0.410, -0.755, 1.146, -0.559, -0.495, -0.845, -0.080, -0.607, -0.322, 0.655, -0.782, -0.368, 0.366, 0.356, 0.249, 0.413, -0.032, 0.451, -0.401, 0.222, 0.425, 0.278, 0.336], "s2": 0.77, "orbital_gap_ha": [0.1191, 0.2046], "total_charge": -1, "fmax_ha_per_bohr": 0.0250, "energy_ev": -167854.105, "multiplicity": 2, "lumo_energy_ha": [0.0496, 0.0495], "de_lowest_kcal_mol": 24.6}



What did the second record say?
{"formula": "CHCl2F2P", "method": "wB97M-V/def2-TZVPD", "species": ["C", "F", "F", "P", "Cl", "Cl", "H"], "xyz": [[0.48275, 0.92697, -0.03415], [-0.71368, -0.49142, -2.42635], [2.21220, -0.30722, -1.50023], [1.30935, 0.97399, -1.69552], [-0.64109, 2.29192, 0.09233], [1.62018, 0.60427, 1.41696], [-0.20914, 0.08466, -0.17890]], "nbo_charge": [-0.667, -0.679, -0.546, 1.547, 0.041, -0.006, 0.311], "orbital_gap_ha": [0.3036, 0.3038], "fmax_ha_per_bohr": 0.0645, "energy_ev": -40819.566, "multiplicity": 1, "lumo_energy_ha": [-0.1077, -0.1076], "de_lowest_kcal_mol": 91.0}



Which formula does entry 1 have?
C3H9NOS



What is the formula in the third record?
C36H49AsN6O5SSi2Ti